C37H38CrF5Ge2N4O2S3Se as an isolated structure, computed with wB97M-V/def2-TZVPD.

Values from the calculation:
Spin multiplicity ... 4
Net charge ... +2
E_tot ... -301920.5679 eV
F_max ... 0.00981 Eh/bohr

```
93
Properties=species:S:1:pos:R:3:forces:R:3:mulliken_spin:R:1
C -2.8805 -3.6028 3.4260 -0.001 0.063 -0.039 0.002
C -0.8018 3.6145 2.2149 -0.074 -0.014 -0.040 -0.003
C 1.6292 -2.4436 -1.6305 -0.085 -0.052 0.047 0.048
H 0.8005 -5.4446 1.2315 0.020 0.023 0.039 0.001
H -6.4812 2.0890 -4.3548 0.030 0.013 0.041 0.000
C 2.7886 -0.4258 -1.6839 -0.062 0.126 -0.007 0.027
C -1.3534 0.2008 -3.7766 -0.246 -0.077 -0.174 -0.013
H 4.5216 -0.3184 -2.9780 -0.030 -0.021 -0.001 0.000
C -0.9760 -0.4617 -1.4443 -0.346 -0.256 -0.264 -0.084
H 2.3596 2.4410 2.3378 -0.038 0.060 0.000 -0.001
H -3.8838 -3.3683 3.0769 -0.026 0.009 0.015 0.001
C -2.9412 -1.2284 -2.6975 -0.060 0.039 0.013 -0.023
H -4.5904 0.8757 -0.7155 -0.005 -0.021 -0.008 0.000
C 3.4520 -2.9513 1.1544 -0.079 0.117 -0.055 0.000
H 4.1529 -2.6820 -3.7806 -0.030 -0.008 0.036 0.000
H -2.2362 1.1380 0.2685 0.256 0.064 0.200 0.002
C -1.6165 4.8886 -1.1501 0.113 0.077 -0.074 0.001
C -0.6197 0.2250 -2.6027 -0.129 -0.090 0.318 -0.029
S 0.3741 -3.2879 -0.9151 0.066 0.068 0.018 -0.039
H 0.8522 6.2994 3.4169 -0.002 -0.029 -0.002 0.000
O -2.0428 3.2172 1.7664 -0.069 0.020 0.202 0.000
C -3.4600 2.9966 -3.1336 -0.083 -0.079 -0.057 0.000
C -2.4993 -2.7919 4.6475 0.012 0.014 0.020 0.000
H -2.6075 3.6181 -3.3832 -0.008 -0.041 -0.023 0.000
H -4.5348 3.4984 -4.9193 0.001 -0.018 0.033 0.000
S -2.0832 -1.0959 4.1442 -0.042 -0.040 -0.076 0.015
H 4.7341 -5.3476 3.1264 0.017 0.005 -0.037 0.000
C 1.6677 -5.5733 1.8798 -0.041 -0.090 -0.031 0.001
C 0.4063 6.1828 -1.1755 -0.021 -0.003 0.002 0.000
N -0.8635 -0.7209 1.8152 0.011 0.179 -0.085 -0.048
C -1.4741 -1.5623 2.5897 -0.165 0.170 0.015 0.025
H 2.7647 4.7352 3.1688 -0.039 -0.008 0.012 0.000
C 0.0229 1.3129 1.6749 0.123 -0.101 -0.222 -0.004
H 2.1548 0.2106 3.0516 -0.003 -0.009 0.020 0.000
H -2.6971 4.8441 -1.2289 0.039 0.028 0.019 0.000
H 3.7242 -2.4914 0.2033 0.045 -0.021 -0.023 0.000
F 0.5340 0.9157 -2.6643 0.412 0.241 0.116 -0.005
C 3.5195 -2.2008 -3.0465 0.047 -0.093 -0.087 0.007
F -4.0692 -1.9222 -2.7423 -0.007 -0.011 0.028 -0.001
H 3.6409 -0.7413 3.2557 0.036 -0.020 0.036 0.000
C 0.6917 5.2957 3.0450 0.032 -0.032 -0.018 0.000
H 2.5152 -5.5396 -1.3151 0.037 0.011 0.024 0.000
N 2.4982 -2.9309 -2.5584 -0.165 0.011 0.014 -0.003
C 0.5249 3.7964 -0.8606 -0.045 0.220 -0.018 0.003
Ge 3.3136 -4.9477 1.0560 -0.026 0.082 0.132 0.002
C 4.8423 -5.5886 2.0678 0.065 -0.069 -0.019 0.000
H -2.8018 -4.6723 3.6081 -0.023 -0.021 0.029 0.000
H 2.3611 -3.8887 -2.8592 0.056 -0.035 -0.013 0.001
H 2.2316 5.0902 -0.9089 -0.039 -0.008 -0.012 0.000
C -0.5871 4.8967 2.6909 0.007 0.131 -0.013 0.000
N 1.7902 -1.1575 -1.2303 0.416 -0.104 -0.176 -0.142
H 3.3334 0.1101 1.7141 0.008 0.021 -0.030 -0.001
C -3.4714 2.2518 -1.9480 -0.029 -0.069 -0.017 -0.001
H -6.5265 0.7993 -2.2481 0.031 0.023 -0.016 0.000
H -1.4195 5.5887 2.7725 0.042 -0.026 -0.022 0.000
C -2.1742 -1.1746 -1.5570 0.208 0.305 -0.046 -0.026
C 3.4812 -5.5231 -0.8051 0.021 -0.053 -0.048 0.000
F -2.6219 -1.8744 -0.5059 0.007 -0.061 0.200 -0.001
C -2.5226 -0.5302 -3.8200 0.053 0.132 -0.156 0.014
H 4.1969 -4.8999 -1.3476 -0.034 -0.043 0.010 0.000
H -1.5620 7.0164 -1.3927 0.010 -0.013 -0.018 0.000
C -4.5422 2.9331 -3.9959 0.014 0.003 0.003 0.000
Cr 0.2912 -0.9585 0.1416 -0.161 0.363 0.110 3.236
F -0.9454 0.8680 -4.8489 0.024 0.065 -0.026 -0.001
H 4.2650 -2.7594 1.8552 0.031 0.060 -0.019 -0.001
Ge -1.9806 2.1909 -0.7803 -0.443 -0.087 0.069 0.014
O 0.6172 0.8973 0.5624 0.019 -0.130 0.344 -0.029
H 2.8460 0.5900 -1.3098 -0.001 -0.021 0.014 0.003
N -0.7407 0.5671 2.3911 0.052 -0.285 -0.126 0.026
F -3.2463 -0.5578 -4.9212 -0.109 0.010 -0.132 0.001
H -3.3319 -2.7275 5.3457 0.006 -0.011 0.030 0.000
Se 1.9368 -1.9959 1.9170 0.116 -0.149 0.258 -0.006
H 1.4912 -5.0535 2.8226 -0.019 -0.034 -0.020 0.000
H 3.8724 -6.5423 -0.8071 -0.035 0.037 -0.054 0.000
C -0.9780 6.1164 -1.2517 -0.014 -0.027 0.061 0.000
C 0.2513 2.7140 2.1097 0.046 -0.075 0.004 0.004
H -2.7114 3.8184 2.1146 -0.043 0.037 -0.016 0.000
H 5.7741 -5.1539 1.7013 -0.031 -0.024 0.030 0.000
C 1.1525 5.0279 -0.9799 0.050 -0.035 0.037 0.000
C 1.7629 4.4203 2.9083 -0.022 0.005 -0.038 0.001
H 0.9043 7.1397 -1.2702 -0.006 -0.033 0.016 0.000
H -1.6365 -3.2139 5.1587 0.005 -0.046 0.007 0.001
H 1.7836 -6.6393 2.0909 -0.054 0.074 0.008 0.000
C -5.6398 2.1400 -3.6742 0.003 -0.020 0.010 0.000
S -1.7125 -3.1990 2.0972 0.141 -0.225 0.053 0.022
C -0.8618 3.7260 -0.9525 0.122 -0.150 -0.147 0.001
H 4.9121 -6.6739 1.9712 0.024 0.053 0.036 0.000
C -5.6656 1.4089 -2.4922 -0.027 -0.021 -0.016 0.000
C 2.8832 -0.4210 2.5481 -0.088 0.002 -0.023 0.006
C -4.5786 1.4554 -1.6328 0.004 0.040 -0.112 0.000
C 1.5346 3.1376 2.4397 0.058 0.018 0.007 -0.001
C 3.7078 -0.9233 -2.6087 0.116 0.133 -0.054 -0.002
H 1.1045 2.9085 -0.6743 0.052 -0.145 -0.028 -0.001
```
Forces are in eV/Å.

An isolated molecule of C4H9NO at a distorted geometry, computed with wB97M-V/def2-TZVPD.

Values from the calculation:
Net charge ... 0
SMILES ... [H]/N=C/C(C)(C)O
E_tot ... -7831.0560 eV
F_max ... 0.04183 Eh/bohr

```
15
Properties=species:S:1:pos:R:3:forces:R:3:nbo_charge:R:1
H -0.0258 -1.1833 1.7626 -0.066 0.017 -0.173 0.208
C -1.2445 0.5025 -0.0504 -1.634 -1.265 -0.598 0.122
H 0.5652 -0.4863 -1.9051 -0.030 0.103 0.256 0.223
H 1.5716 -1.2384 1.0308 -0.110 0.170 -0.227 0.218
H 2.0086 0.2157 -1.1360 -0.184 -0.055 0.145 0.223
N -2.1178 -0.4329 -0.2484 1.226 1.349 0.377 -0.620
C 0.2423 0.2243 0.1298 -0.200 -0.260 0.209 0.160
C 0.5059 -1.1181 0.8059 -0.054 -0.323 0.074 -0.628
H -3.0469 -0.0156 -0.3797 0.317 -0.140 0.044 0.338
C 0.9208 0.3025 -1.2331 0.207 0.298 -0.283 -0.614
O 0.7725 1.2688 0.9475 0.001 0.091 0.317 -0.715
H 0.5002 1.0926 1.8652 0.159 0.121 -0.477 0.468
H 0.7233 1.2674 -1.7148 -0.037 -0.118 0.124 0.217
H 0.1832 -1.9598 0.1845 -0.037 0.210 0.120 0.233
H -1.5583 1.5608 -0.0588 0.442 -0.199 0.092 0.167
```
Forces are in eV/Å.

An isolated molecule of C4H6N2O at a distorted geometry, computed with wB97M-V/def2-TZVPD.

Values from the calculation:
Net charge ... 0
SMILES ... [H]/N=C/OCCC#N
E_tot ... -9272.0468 eV
F_max ... 0.02181 Eh/bohr

```
13
Properties=species:S:1:pos:R:3:forces:R:3:nbo_charge:R:1
H 2.1790 0.3254 -1.6537 -0.092 -0.087 -0.053 0.157
C -0.7924 0.6783 -0.2960 -0.206 -0.025 0.058 -0.075
H -1.2265 -0.2232 -0.7336 0.045 0.135 0.068 0.227
H 0.3302 1.0473 1.4988 -0.142 -0.068 0.003 0.261
C -0.5477 -0.8422 1.7201 0.008 -0.928 0.373 0.287
H -1.4327 1.5370 -0.5052 0.105 -0.113 0.043 0.200
H 1.5517 -1.8717 -1.6365 -0.075 0.037 0.050 0.361
H -1.4083 1.0482 1.7581 0.075 -0.109 -0.089 0.254
N -0.5408 -1.9152 2.1508 0.007 1.036 -0.428 -0.319
C -0.5996 0.5372 1.2251 -0.011 0.061 0.026 -0.542
C 1.2108 -0.0530 -1.3186 0.055 -0.255 -0.069 0.405
O 0.4516 0.9854 -0.9222 0.067 -0.011 -0.001 -0.503
N 0.8247 -1.2534 -1.2871 0.163 0.329 0.020 -0.712
```
Forces are in eV/Å.

A 2-piece molecular cluster, C5H9P overall at a distorted geometry, computed with wB97M-V/def2-TZVPD.

Values from the calculation:
Net charge ... 0
SMILES ... C#CC.C=PC
E_tot ... -14615.8170 eV
F_max ... 0.12777 Eh/bohr

```
15
Properties=species:S:1:pos:R:3:forces:R:3:nbo_charge:R:1
C 1.1297 -0.9371 -2.0836 -1.181 1.586 0.241 0.017
C 0.2804 -0.1423 -1.7343 0.570 -1.643 -0.351 -0.277
H 2.3203 -1.7135 -3.6453 -0.013 -0.141 -0.708 0.242
H -1.4844 3.0049 2.6305 0.889 0.325 0.631 0.226
H 3.1427 -1.4942 -2.0899 0.011 0.612 -0.380 0.242
P -2.3470 0.9132 2.3049 1.428 -0.862 -0.518 0.670
H -2.4879 -0.9287 0.9975 0.216 -0.150 -0.606 0.213
H -0.9214 -0.1418 0.6195 4.227 -0.052 -2.244 0.186
H -0.2249 2.0454 1.8244 0.485 0.077 -0.384 0.226
C 2.1995 -1.7528 -2.5871 1.135 -0.810 1.768 -0.702
H 2.1377 -2.7714 -2.1803 -0.573 -0.078 -0.669 0.243
H -0.4152 1.7890 3.5642 -0.032 0.345 0.481 0.238
C -0.9071 2.0729 2.6499 -1.868 -0.341 -0.966 -0.945
H -0.6715 0.2003 -1.4105 0.069 0.512 -0.040 0.235
C -1.7510 -0.1438 1.1401 -5.363 0.622 3.744 -0.814
```
Forces are in eV/Å.

C33H37AsAuF3NSSbSi2 as an isolated structure at a distorted geometry, computed with wB97M-V/def2-TZVPD.

Values from the calculation:
Spin multiplicity ... 3
Net charge ... 0
E_tot ... -142111.0959 eV
F_max ... 0.07637 Eh/bohr

```
80
Properties=species:S:1:pos:R:3:forces:R:3:mulliken_spin:R:1
H 2.3249 6.1215 1.6796 -2.630 -0.629 -1.110 0.007
H -6.2102 5.0717 0.0934 -2.087 0.121 0.068 0.000
Si 0.9600 -1.6226 5.3527 1.851 0.118 2.374 0.000
C -0.0645 -1.5480 6.9349 -2.680 0.612 1.315 0.000
C -3.1946 1.1381 -4.3777 2.262 -0.067 -1.746 0.000
C 1.4615 -1.5667 -3.8541 -0.760 0.099 -0.771 0.132
S -4.2515 5.2203 1.3514 2.381 2.393 0.195 0.001
C 2.5516 -2.3472 6.1950 1.215 0.156 -0.618 0.000
As -0.1761 -2.5696 3.5689 1.998 -0.706 -1.089 0.000
C 0.8929 5.0013 0.3159 -0.300 1.261 0.446 0.796
F -3.6376 2.0638 -7.8838 0.487 -0.403 0.062 0.000
H 3.3261 -4.8712 3.1861 -1.125 -0.443 0.300 0.000
C -1.0034 1.2604 -5.4518 -0.856 -0.762 -0.722 -0.023
C 2.4039 -5.4633 3.4396 0.660 0.699 1.332 0.000
H 1.4060 -5.2345 0.6027 -0.410 -0.290 0.118 0.000
H 2.3270 -5.6382 4.5600 0.494 0.013 -1.302 0.000
H -1.1292 -1.1023 6.8088 1.676 -0.344 -0.040 0.000
C -1.7879 0.9412 -4.3266 -0.159 1.294 -0.849 0.001
Au -2.3221 2.2381 -1.3733 0.665 0.266 0.276 0.002
C -3.7572 1.4558 -5.6220 -0.949 -0.149 0.080 0.000
C 0.4017 -5.0521 1.0393 2.259 0.821 1.233 0.000
F 3.6622 3.3289 0.2137 -1.229 -1.623 -1.062 0.004
H 3.1639 -2.7458 -4.4150 -0.355 -0.313 0.160 -0.017
C 1.3808 2.1936 -2.4332 1.364 0.192 -0.963 -0.042
H -3.6596 1.0521 -3.4284 -1.304 -0.298 0.260 0.000
H 1.7186 0.0883 3.6847 0.186 -0.046 -0.626 0.000
H 0.2402 -4.0099 0.7069 -1.028 -0.816 -0.309 0.000
H 3.0121 3.4179 -2.5596 0.233 0.342 1.325 -0.005
C 2.4321 2.8584 -1.8142 -0.546 -0.691 -0.294 0.014
Sb -0.9716 -0.0492 -2.6324 0.292 0.894 0.160 -0.007
H 3.0187 -1.7464 7.0723 -1.299 -0.784 -1.358 0.000
H 1.2319 -2.0490 3.0231 -1.024 -0.198 -0.381 0.000
C 1.2715 -3.8091 -4.7504 1.533 -0.025 2.379 0.001
C 2.0744 -2.6923 -4.3745 -0.356 -0.340 0.017 0.020
H -4.8597 1.4149 -5.7491 0.846 0.489 0.112 0.000
F 1.9526 -5.0170 -4.5048 -1.208 1.114 -1.667 0.000
C -0.1039 -3.7064 -4.8490 -1.005 -0.565 -0.924 0.010
Si 0.7261 -4.8901 2.9591 -2.201 1.363 -0.690 0.000
H 2.4650 0.6244 5.1840 0.301 -0.799 0.272 0.000
H -0.3477 -2.4606 7.6114 1.204 1.264 -1.528 0.000
C 0.9471 0.9384 -0.4780 0.970 -1.224 0.220 0.000
H -5.1462 3.3613 -1.4940 0.435 0.161 -0.361 0.000
C 1.6119 0.0986 4.7524 -1.301 0.121 0.539 0.000
C -1.5807 1.5751 -6.7214 -0.025 -0.424 0.758 0.003
C 0.0535 -1.4875 -3.8838 1.158 0.997 1.771 -0.021
C 0.1704 6.5712 2.0333 -0.157 -1.131 -0.796 0.024
H -0.7976 -4.4710 -5.3339 1.348 0.790 1.102 0.000
H -1.5911 -5.9736 3.2631 1.074 0.299 0.551 0.000
H 2.0179 -0.6910 -3.5061 0.018 -0.569 0.120 -0.027
H 0.5027 -0.8095 7.5593 -0.531 -0.630 -0.190 0.000
C -1.3585 5.3429 0.6149 -0.324 0.146 2.316 0.038
C 2.7003 2.5327 -0.4582 2.164 3.052 -1.124 -0.008
H 0.0709 1.1076 -5.3624 -0.137 0.060 -0.348 0.016
C -4.5826 3.9527 -0.7842 0.736 -0.283 0.851 0.000
H -0.2362 -5.9128 0.8115 -0.299 0.811 -0.230 0.000
H 0.4066 0.0325 -0.0848 0.743 1.215 0.318 -0.001
H -0.9759 1.5529 -7.6394 -0.287 0.517 0.544 0.000
C -0.5668 -6.0082 3.7317 -0.092 -0.584 0.071 0.000
C -3.1132 3.8937 -0.5000 -2.213 -0.348 -2.128 0.006
C 2.1217 1.5010 0.1674 -2.838 -1.715 0.129 0.028
C -5.2374 4.7304 0.1052 1.083 -1.260 -0.584 0.002
H 2.4360 -6.3979 2.8976 0.338 -0.607 0.082 0.000
H 3.3723 -2.3163 5.4096 -0.748 -0.461 0.844 0.000
C 0.6116 1.2648 -1.7892 -0.855 -1.386 0.637 -0.011
H 1.3559 2.2207 -3.5182 -0.370 0.567 0.017 0.048
C -2.9745 1.6892 -6.7719 0.119 -0.164 1.534 0.000
H 0.8177 0.8176 4.9436 -0.444 0.165 -0.144 0.000
H 2.3625 -3.3896 6.5285 0.390 0.531 -0.164 0.000
H 2.4594 1.1019 1.1162 -0.097 0.369 0.048 0.003
C -2.7493 4.8761 0.3535 0.301 -1.026 0.723 -0.005
C -0.6878 -2.5033 -4.3859 -0.625 -0.969 -1.445 0.001
H 0.3900 7.2778 2.8282 0.171 -0.200 -0.083 0.006
C -1.1551 6.2250 1.7432 0.135 -1.531 -1.534 -0.020
N -0.2995 4.8313 -0.0681 -1.793 -0.487 -0.072 0.060
H -0.1441 -6.9903 3.4348 -0.398 0.000 0.518 0.000
H 3.0941 0.1395 -4.6833 0.230 0.227 -0.194 0.898
H -1.7612 -2.3584 -4.5252 0.159 -0.299 0.253 0.000
H -0.6190 -5.9216 4.8456 -0.060 -0.238 -0.934 0.000
H -2.0627 6.3949 2.3500 0.896 0.619 -0.332 0.003
C 1.2078 5.9020 1.3149 2.732 1.666 2.276 0.066
```
Forces are in eV/Å.